The following is a quantum chemistry calculation of a 3-piece molecular cluster, C20H52N7O4P2 overall, from OMol25.

Structure (XYZ):
```
85
Properties=species:S:1:pos:R:3:forces:R:3:lowdin_charge:R:1
O 0.28878 4.61219 0.42853 0.0 -0.2 0.0 0.109
C -0.40480 3.95828 1.14485 0.3 0.8 -0.5 -0.354
O -0.96393 2.80739 0.70087 0.0 -0.1 0.4 -0.068
C -1.42520 1.88015 1.68325 -0.4 -0.4 0.1 -0.155
C -0.42997 0.70278 1.84772 -0.5 0.2 -0.6 -0.084
C 0.89211 0.88208 1.09176 0.5 -0.5 1.6 -0.239
C 2.04844 0.13070 1.80597 0.1 -0.8 -0.6 -0.114
C 2.62333 -0.98555 0.91780 -0.1 0.7 -0.1 -0.181
C 3.13747 -0.33257 -0.36398 0.0 -0.4 0.3 -0.157
C 1.97118 0.28824 -1.13782 0.7 -0.5 -0.5 -0.085
N 0.71829 0.36617 -0.30679 0.1 1.0 -0.3 0.091
H -0.64100 4.29969 2.16323 -0.3 -0.5 0.1 0.157
H -2.38841 1.51004 1.33967 0.0 0.1 -0.1 0.130
H -1.62597 2.35363 2.64407 0.2 0.3 0.0 0.126
H -0.25326 0.50253 2.89967 0.2 0.1 0.0 0.122
H -0.92584 -0.19459 1.46204 0.1 -0.1 0.1 0.126
H 1.17375 1.92797 1.04896 -0.1 0.1 -0.5 0.145
H 2.86622 0.82006 2.00932 -0.1 0.1 0.2 0.126
H 1.70503 -0.31608 2.73578 -0.1 0.2 0.1 0.115
H 3.42892 -1.49650 1.43421 0.0 -0.2 -0.1 0.112
H 1.84135 -1.71003 0.66821 0.2 -0.3 0.2 0.119
H 3.63680 -1.09223 -0.96280 0.0 0.1 -0.1 0.102
H 3.87622 0.42224 -0.09678 0.0 0.1 -0.1 0.124
H 2.22674 1.26471 -1.54052 -0.3 0.2 0.3 0.138
H 1.72999 -0.34457 -1.99048 -0.2 0.0 0.0 0.135
H 0.27387 -0.54896 -0.26724 0.0 0.0 0.0 0.173
H 0.07945 1.01000 -0.78078 -0.2 -0.1 0.0 0.182
O -5.86691 3.37827 1.31440 -1.8 0.6 1.0 -0.293
P -6.03023 4.47088 0.32315 3.0 -0.1 -2.2 0.599
N -6.23978 3.72238 -1.20041 0.1 0.4 -0.1 -0.314
C -5.09936 3.15099 -1.89533 0.1 0.0 0.0 -0.127
C -7.36510 2.78969 -1.16971 -0.2 0.0 0.1 -0.137
N -4.52770 5.31258 0.49635 0.0 -0.2 0.1 -0.296
C -3.58621 5.50695 -0.58469 -0.1 0.4 -0.1 -0.132
C -3.86216 5.13982 1.77235 0.2 -0.3 0.0 -0.141
N -6.94160 5.81228 0.01984 -1.2 -0.3 1.1 -0.314
C -7.64997 6.12132 -1.21762 -0.2 -0.2 -0.1 -0.092
C -6.99626 6.84802 1.04618 0.0 0.0 0.0 -0.104
H -5.45852 2.60004 -2.76574 -0.1 -0.1 0.1 0.084
H -4.51082 2.46214 -1.27088 0.0 0.0 0.0 0.083
H -4.44291 3.92407 -2.28443 0.0 0.0 0.1 0.053
H -8.22593 3.24497 -0.67511 0.0 0.0 0.0 0.076
H -7.12590 1.86365 -0.63537 0.0 0.0 0.0 0.083
H -7.66579 2.54627 -2.19026 0.1 0.0 0.0 0.086
H -3.04030 4.58948 -0.84499 0.1 0.1 0.0 0.066
H -2.84871 6.26098 -0.29752 0.0 0.0 0.1 0.085
H -4.08370 5.89013 -1.47745 0.0 -0.1 0.0 0.082
H -3.28238 4.20313 1.81126 0.0 0.0 0.1 0.060
H -4.57517 5.11926 2.59221 0.0 -0.1 0.0 0.072
H -3.18626 5.98015 1.95661 0.0 0.0 -0.2 0.087
H -6.95515 6.27627 -2.04304 0.0 0.0 0.0 0.081
H -8.22159 7.03733 -1.07082 0.1 0.0 0.1 0.084
H -8.36092 5.34809 -1.50311 0.0 0.0 0.0 0.069
H -6.40624 7.71849 0.74764 0.0 0.0 0.0 0.090
H -6.60161 6.48069 1.99302 0.0 0.0 0.0 0.073
H -8.02522 7.16205 1.22853 0.0 0.0 0.0 0.085
O 4.38302 -3.52125 -0.39059 -2.3 0.0 -0.5 -0.299
P 4.47481 -5.00661 -0.46419 3.9 -1.1 0.4 0.599
N 4.91826 -5.54144 1.09819 0.0 -0.2 -0.2 -0.311
C 6.29432 -5.40271 1.55754 0.2 0.1 0.0 -0.115
C 3.97803 -5.05872 2.10294 -0.2 0.0 0.0 -0.144
N 5.69676 -5.22805 -1.65184 0.0 0.4 0.1 -0.304
C 6.93153 -5.94863 -1.41029 -0.1 -0.4 -0.1 -0.131
C 5.89323 -4.12547 -2.58418 0.1 0.2 0.2 -0.139
N 3.57900 -6.32764 -0.88730 -1.6 0.8 0.0 -0.314
C 3.32761 -7.50886 -0.06720 -0.1 0.1 0.2 -0.091
C 3.04086 -6.38311 -2.24262 0.0 0.0 0.0 -0.107
H 6.33806 -5.66544 2.61510 -0.1 0.1 0.0 0.086
H 6.69128 -4.38619 1.43806 0.0 0.0 0.0 0.093
H 6.95285 -6.10120 1.05201 0.0 0.1 0.0 0.054
H 2.94806 -5.20035 1.76419 0.0 0.0 0.0 0.072
H 4.11380 -3.99263 2.32600 0.0 0.0 0.0 0.073
H 4.09878 -5.62987 3.02481 0.0 0.0 0.0 0.088
H 7.64030 -5.38200 -0.79612 0.0 0.0 -0.1 0.076
H 7.41694 -6.16488 -2.36422 -0.1 0.0 0.0 0.084
H 6.73934 -6.91391 -0.93795 0.0 0.1 0.1 0.081
H 6.53897 -3.33452 -2.18164 0.0 0.0 0.0 0.084
H 4.94253 -3.67017 -2.85312 0.0 0.0 0.0 0.061
H 6.34454 -4.51179 -3.50044 0.0 -0.1 0.0 0.084
H 4.24856 -8.05903 0.12299 0.0 0.0 0.0 0.083
H 2.63802 -8.16228 -0.60103 0.0 0.1 -0.1 0.084
H 2.86183 -7.27132 0.88765 0.1 0.0 0.0 0.067
H 3.59223 -7.10814 -2.84615 0.0 0.0 0.0 0.092
H 3.11438 -5.41220 -2.73215 0.1 0.0 0.0 0.070
H 1.98492 -6.65974 -2.23225 0.0 0.0 0.0 0.083
```
Positions in Å, forces in eV/Å.

The relative energy (zero: lowest compared OMol25 entry of this formula, charge and spin) is 0.0 kcal per mole. The value obtained for the energy is -2159.989019 hartree. Its total charge is +1. Its HOMO energy is -10.14 eV.